Molecular formula: C19H22ClN3O3
Method: DFT, ωB97M-V/def2-TZVPD

XYZ file:
```
48
Properties=species:S:1:pos:R:3:forces:R:3
Cl -7.38238 2.09281 -3.53751 -0.178 0.082 -0.084
O -1.88622 -0.21862 2.28743 -0.296 -0.124 0.202
O 5.30765 -2.34672 3.67997 0.456 -0.517 0.315
O 2.89468 -0.69801 -1.42328 -0.162 -0.156 -0.224
N 4.28495 -0.02075 0.19787 0.501 0.161 -0.006
N 4.48975 -1.45457 3.09015 -0.756 0.810 -0.356
N -0.61329 0.27262 0.50154 0.000 0.261 -0.122
C -4.77346 1.40663 -3.57289 -0.121 0.057 -0.008
C -4.85255 0.31620 -1.02761 0.053 0.027 -0.096
C 0.41970 -0.79341 2.46039 -0.006 -0.150 -0.041
C 1.58966 -1.15463 1.55841 0.073 0.249 0.217
C -0.79848 -0.24394 1.73965 0.240 -0.034 0.300
C -3.65927 0.30093 -1.74068 0.050 -0.096 -0.071
C 4.62566 0.43374 1.52972 -0.304 -0.069 0.089
C 3.04329 -0.26807 -0.29449 -0.374 0.232 0.163
C 6.59144 -1.04327 2.45157 -0.085 -0.501 0.444
C -5.95173 1.40692 -2.84574 0.189 -0.078 0.068
C 0.60233 0.16388 -0.27445 0.444 -0.084 -0.220
C 5.42554 -0.29932 -0.65130 -0.018 -0.118 -0.253
C -1.76975 0.78875 -0.19932 -0.293 -0.102 0.058
C -5.99917 0.86377 -1.57196 -0.061 0.057 -0.062
C 1.84323 0.01260 0.60234 -0.226 -0.275 -0.318
C 6.56332 -2.10640 3.30316 0.189 0.675 -0.576
C 5.22682 -0.66544 2.35064 0.332 -0.404 0.393
C -2.41602 -0.26108 -1.11881 0.078 0.244 0.172
C -3.63440 0.85513 -3.01381 -0.057 -0.025 0.090
H 0.55308 -0.69709 -0.95310 0.057 0.182 0.042
H -1.70690 -0.55603 -1.89387 -0.007 -0.085 -0.004
H 3.74392 0.80647 2.04628 0.079 0.060 -0.049
H -2.49612 1.09363 0.55749 0.091 0.041 -0.165
H -6.92354 0.87018 -1.01599 -0.095 0.011 0.026
H -2.71511 0.85240 -3.58136 0.109 -0.017 -0.061
H -1.47063 1.66366 -0.78366 -0.005 -0.022 0.031
H 7.43699 -0.59209 1.97794 0.226 0.071 -0.091
H 1.35264 -2.04297 0.96952 0.052 -0.046 -0.064
H 0.72413 -0.02739 3.18014 -0.033 -0.008 0.017
H 6.06512 0.58297 -0.71646 0.045 0.015 0.026
H 5.35662 1.24660 1.43892 -0.162 -0.045 0.076
H -2.66142 -1.13510 -0.51315 0.053 -0.043 -0.016
H -4.88271 -0.10759 -0.03491 -0.007 -0.062 0.137
H 0.69328 1.06349 -0.89314 -0.033 -0.102 0.013
H 5.05339 -0.55434 -1.64099 0.119 0.023 0.081
H 2.47041 -1.37194 2.16505 -0.174 -0.080 -0.101
H -4.74941 1.83215 -4.56392 -0.031 0.041 -0.084
H 7.32642 -2.74565 3.69957 0.066 -0.149 0.116
H 1.98590 0.93602 1.16978 0.005 -0.020 0.022
H 0.09172 -1.65738 3.04010 -0.057 0.106 -0.001
H 6.00647 -1.13799 -0.26238 0.034 0.007 -0.027
```
Positions in Å, forces in eV/Å.

Its energy above the lowest of the compared OMol25 structures with the same formula, charge and spin is 1.476 eV. The value obtained for the HOMO-LUMO gap is 9.221 eV. The HOMO energy comes out at -8.71 eV. The calculation puts the energy at -1587.3921 Eh. Its total charge is 0.

Molecular formula: C19H22F24NbO6
Method: DFT, ωB97M-V/def2-TZVPD

XYZ file:
```
72
Properties=species:S:1:pos:R:3:forces:R:3
Nb -2.71290 0.61129 0.49636 0.413 1.537 -0.400
F -10.37261 -0.13480 -1.17541 0.006 0.045 0.021
F -10.49157 -2.10414 -2.95630 0.013 0.045 -0.027
F 1.17406 -1.56157 -1.52281 0.031 -0.058 -0.044
F -6.60040 0.10682 -3.90177 0.001 -0.008 0.014
F 6.10612 5.20113 3.64535 -0.006 -0.023 -0.006
F -6.21934 -0.92986 -1.30013 0.018 0.039 -0.016
F 2.90411 5.19236 7.00775 0.014 0.039 0.033
F -4.42706 -0.14987 -2.31090 -0.224 0.022 -0.154
F 7.27069 3.61931 2.70533 -0.075 0.074 0.007
F 3.24888 -1.95499 -2.11069 -0.002 0.006 0.026
F 2.29449 3.23099 5.31668 0.012 0.032 -0.026
F -5.17549 -1.37660 -4.60845 -0.065 0.068 -0.022
F 8.48805 4.73239 4.84229 0.003 -0.027 0.019
F 5.35633 -5.86498 -3.73642 -0.031 -0.015 0.036
F 4.67980 5.72866 5.84759 -0.041 0.023 0.021
F 6.85685 4.08411 6.15073 0.031 0.021 -0.002
F -8.76051 -2.24301 -1.61254 -0.029 -0.025 -0.012
F 4.25426 2.98745 6.26685 0.007 0.013 -0.001
F 4.19942 -4.19403 -0.88842 0.043 -0.011 0.027
F -8.42665 0.52857 -1.93199 -0.044 0.023 0.028
F 1.60770 -4.22588 -1.68829 0.017 0.009 -0.014
F 6.20805 -4.88708 -1.41629 0.014 0.012 0.049
F 5.03330 -3.70391 -3.52164 0.015 -0.018 -0.024
F 0.30359 -3.46116 -3.25282 0.034 -0.085 0.055
O -7.04480 -2.09058 -3.71080 0.002 -0.042 0.491
O 1.10611 2.40709 0.69547 0.071 -0.037 0.021
O 5.51716 3.04096 3.89394 0.063 -0.087 0.451
O -0.05563 2.71850 -1.17260 -0.070 0.295 -0.229
O 1.28143 1.62088 2.78686 0.289 0.183 0.367
O 2.35457 -4.01213 -3.80095 0.370 0.327 0.061
C 6.52938 3.93391 3.80433 0.188 0.062 -0.199
C 3.15744 -5.14888 -3.59545 -0.210 -0.436 -0.228
C 1.33047 1.41010 1.61279 -0.353 -0.234 -0.563
C -9.25996 -1.56773 -2.66086 0.059 -0.021 0.183
C 4.88623 -5.08911 -1.62043 -0.024 -0.035 -0.093
C 4.15217 3.41915 3.93952 -0.335 -0.154 -0.504
C -0.13258 2.51048 -0.00084 0.049 -0.160 0.249
C -5.33734 -1.13250 -2.29869 -0.006 -0.087 -0.067
C 3.45918 5.15147 5.77590 -0.026 -0.063 -0.052
C -6.08927 -1.11103 -3.64031 0.194 -0.018 -0.199
C -9.55712 -0.11874 -2.25576 -0.016 -0.079 -0.055
C 1.95922 -2.01809 -2.51155 -0.064 -0.025 -0.070
C -8.40346 -1.79510 -3.91118 -0.172 -0.117 -0.499
C 7.49665 3.82172 4.99602 -0.052 -0.010 -0.084
C 1.65177 0.09590 0.96575 0.210 -0.199 0.355
C 4.59258 -4.90810 -3.11495 0.083 0.159 0.019
C 3.57351 3.68890 5.33219 0.038 -0.062 0.160
C -1.33338 2.40639 0.83638 0.630 -0.247 0.609
C 1.58009 -3.47880 -2.80718 -0.289 0.015 0.004
H 4.63086 -6.10203 -1.29860 -0.020 0.006 0.023
H -8.54971 -0.98720 -4.63026 0.018 0.081 0.118
H 3.61236 2.54580 3.57451 -0.014 0.003 0.048
H 7.92418 2.81848 5.03118 0.004 -0.003 0.019
H -1.07077 2.38388 1.89822 0.007 0.123 -0.096
H -10.06417 0.40789 -3.06907 0.016 0.023 -0.003
H 2.34362 0.21540 0.13303 -0.101 0.101 0.015
H 3.27997 -5.58083 -4.58814 -0.039 0.020 0.000
H 0.71936 -0.34469 0.60150 0.061 0.114 -0.006
H -1.33659 -0.41115 1.21014 -0.248 -0.102 0.246
H -4.83960 -2.09443 -2.16227 -0.007 -0.009 0.046
H -3.53841 0.83660 2.14325 -0.265 -0.454 -0.241
H -3.54240 -1.02603 0.60572 0.634 0.169 0.164
H -8.81939 -2.69991 -4.35380 0.043 0.003 -0.014
H -4.21788 1.51924 -0.10029 -0.237 -0.121 0.130
H 2.82783 5.71290 5.08326 0.020 0.023 -0.003
H 3.92682 4.23211 3.24842 0.075 0.102 0.129
H 1.82656 -1.40622 -3.40532 -0.010 0.006 -0.003
H -2.12113 0.16586 -1.19755 -0.404 -0.488 -0.097
H -1.94419 3.29909 0.65492 -0.299 -0.354 -0.227
H 2.66207 -5.89838 -2.97619 0.053 0.083 0.109
H 2.07696 -0.57229 1.71569 -0.071 0.006 -0.073
```
Positions in Å, forces in eV/Å.

The value obtained for the HOMO-LUMO gap is 7.262 eV. The HOMO energy comes out at -5.21 eV. The calculation puts the energy at -3642.2148 Eh. Its total charge is -1.

Molecular formula: C19H22MnN4O7S
Method: DFT, ωB97M-V/def2-TZVPD

XYZ file:
```
54
Properties=species:S:1:pos:R:3:forces:R:3
Mn -0.43511 -0.24165 1.27427 0.032 -0.517 2.930
S 1.46958 0.42431 -0.91065 0.532 0.319 -0.545
O -3.40775 1.07093 -5.71387 -0.153 0.439 0.375
O 1.32610 -0.70031 -1.77756 0.446 -0.059 0.007
O -1.01177 -0.96243 -0.31417 1.073 -1.349 0.142
O 0.43410 1.42934 -0.95996 0.279 0.245 -0.143
O -1.95776 0.82249 0.43966 0.543 0.331 0.519
O 2.68083 0.73149 2.52106 0.301 -0.082 -0.266
O -2.03946 -0.74574 -5.39403 0.296 -0.227 0.272
N 0.12592 -2.15598 2.75567 0.182 0.175 -0.714
N 0.04220 0.65300 3.12521 0.223 0.429 -0.325
N 1.55136 -0.01217 0.70189 -1.203 -0.466 -0.994
N -2.46954 -1.30845 2.25414 0.299 0.318 -0.275
C -2.22455 -0.11196 -4.20789 -0.430 0.573 0.354
C -1.74022 -0.43077 -2.96497 -0.086 0.001 -0.468
C 3.56172 1.17638 0.33824 0.247 0.126 -0.172
C -0.99765 -2.99959 3.18222 -0.483 0.097 -0.345
C 4.78906 1.74905 0.64246 -0.248 -0.086 -0.017
C 3.08935 1.17654 -0.96519 -0.332 -0.303 0.710
C -1.66929 0.10299 -0.55581 -2.454 1.321 -1.990
C -3.42539 1.84045 -3.37808 -0.019 -0.089 -0.451
C 5.02442 2.33105 -1.68971 -0.217 -0.079 -0.027
C 5.51118 2.32973 -0.39021 -0.014 0.003 0.081
C -3.06233 1.00260 -4.41226 0.456 -0.538 0.504
C -2.13173 0.40772 -1.91198 -0.121 0.106 0.322
C 3.79892 1.74593 -1.99545 -0.079 -0.027 -0.264
C -2.21201 -2.74941 2.28652 0.124 -0.147 0.251
C -2.94554 1.52299 -2.11851 0.253 -0.318 0.323
C 0.14183 -0.24627 4.29331 0.090 -0.653 0.069
C -2.79304 -0.03100 -6.34991 -0.087 -0.432 -1.362
C 0.86000 -1.52812 3.85885 -0.003 0.258 0.180
C 2.58638 0.59707 1.29635 0.668 0.497 1.215
H 1.03875 0.94257 2.97340 -0.408 0.042 -0.108
H -3.56861 -0.68491 -6.77929 0.173 0.158 0.204
H -3.21848 -1.09053 1.60206 0.094 0.071 0.107
H -2.13368 0.32807 -7.15353 -0.105 -0.032 0.264
H -0.74387 -4.06214 3.15726 0.060 0.083 0.116
H 1.85571 -1.25236 3.50342 -0.093 -0.105 0.089
H 5.15657 1.74495 1.65735 -0.012 0.014 0.078
H -1.26660 -2.73545 4.20815 0.085 -0.066 0.015
H -2.76345 -0.97717 3.16955 -0.038 0.000 -0.100
H -4.05365 2.69666 -3.55443 -0.091 0.112 0.008
H -1.99235 -3.07087 1.26482 -0.092 -0.033 0.083
H 5.59932 2.80592 -2.46943 0.029 -0.005 -0.103
H -0.85872 -0.46533 4.67401 0.066 0.035 -0.006
H 0.72224 0.23389 5.08902 -0.165 -0.033 -0.088
H -1.07008 -1.25495 -2.78867 0.048 -0.153 -0.069
H -3.19336 2.13959 -1.27033 -0.061 0.098 0.077
H 0.75857 -2.69746 2.17192 -0.002 0.054 0.201
H 3.41020 1.73825 -3.00022 0.003 0.054 -0.168
H -3.07290 -3.31304 2.66898 0.172 -0.012 -0.159
H 6.45742 2.80600 -0.18414 0.093 -0.017 0.045
H 0.95859 -2.20859 4.71342 0.059 0.107 -0.077
H -0.49142 1.48667 3.38704 0.069 -0.236 -0.305
```
Positions in Å, forces in eV/Å.

Its expectation value of S² is 6.059. Its energy above the lowest of the compared OMol25 structures with the same formula, charge and spin is 0.416 eV. The value obtained for the HOMO-LUMO gap (spin up / spin down) is 5.588 / 7.123 eV. Its spin multiplicity is 5. The HOMO energy (spin up / spin down) comes out at -10.54 / -10.55 eV. The calculation puts the energy at -3031.9727 Eh. Its total charge is +1.

Molecular formula: C19H22MnN4O7S
Method: DFT, ωB97M-V/def2-TZVPD

XYZ file:
```
54
Properties=species:S:1:pos:R:3:forces:R:3
Mn 1.21700 -0.54401 -0.22410 0.192 -0.154 0.895
S -1.43760 -1.86410 -1.80046 0.341 0.521 -0.178
O 1.14119 0.93666 -2.09831 -0.238 -0.287 0.292
O -2.01320 -1.40142 -3.31072 -0.072 -0.673 0.896
O -0.28269 -1.28815 1.53575 0.237 -0.116 -0.410
O -4.75660 1.81803 4.68642 0.099 -0.497 0.133
O 0.11934 0.74185 0.86451 1.100 0.506 -1.115
O -0.65466 -3.07896 -1.94022 -0.267 -0.307 -0.270
O -3.83657 3.29582 3.18743 0.317 0.063 -0.324
N 2.63536 -0.96951 1.48917 -0.818 0.049 0.054
N 3.33405 0.60885 -0.56185 -0.386 0.074 -0.076
N 1.88324 -2.53407 -0.76389 -0.261 0.216 -0.085
N -0.22316 -0.70109 -1.57638 -0.638 -0.332 0.284
C -2.22404 -0.45126 3.34928 0.318 0.101 -0.375
C -2.24304 -0.12722 -5.29191 -0.108 -0.297 0.291
C -3.27123 -0.07553 4.17446 -0.318 0.382 0.126
C -1.83004 0.91632 -6.09894 0.052 -0.107 0.132
C -3.17396 2.11069 3.11060 -0.072 -0.654 0.362
C -2.12716 1.75207 2.29935 -0.279 0.179 0.176
C -0.58986 0.50739 -3.66333 -0.186 -0.098 -0.163
C 4.33399 0.47455 0.49400 -0.036 -0.059 0.334
C -1.66182 0.43430 2.42876 0.033 -0.216 0.097
C 0.12698 0.27695 -2.41633 0.416 0.548 -0.564
C 2.20246 -3.16490 0.52883 0.323 -0.053 0.612
C 3.22969 -2.29469 1.25324 -0.198 -0.397 -0.199
C -0.79595 1.75929 -5.70715 -0.008 0.079 0.013
C -0.18675 1.55851 -4.48971 -0.077 -0.124 0.066
C -3.74204 1.21239 4.03378 0.577 0.166 -0.619
C 3.59904 0.09811 1.78613 0.258 0.272 -0.347
C -4.83199 3.13465 4.17749 -0.817 0.993 0.355
C -0.56835 -0.06674 1.57421 -0.364 -0.901 0.664
C -1.61837 -0.34823 -4.06872 0.807 0.905 -0.345
H 1.98371 -1.05410 2.27243 0.021 0.013 -0.242
H -3.70741 -0.75243 4.88729 -0.074 -0.124 0.115
H 1.08435 -3.02573 -1.20548 0.290 0.396 0.053
H 3.02682 0.96105 2.13590 0.043 -0.082 0.069
H 2.68100 -2.63471 -1.39531 -0.243 0.264 0.057
H 0.61588 2.18852 -4.13922 0.057 0.071 -0.034
H 3.53953 -2.76029 2.19564 0.023 0.049 -0.134
H 4.11249 -2.18108 0.61754 -0.045 -0.008 0.122
H -3.04885 -0.78001 -5.58508 -0.078 -0.103 -0.085
H 3.74006 0.51810 -1.48755 -0.133 0.076 0.043
H 4.31862 -0.19192 2.56329 -0.191 0.006 -0.082
H -5.82725 3.30405 3.73732 0.293 -0.117 0.066
H 2.89363 1.52758 -0.53006 0.097 -0.084 -0.155
H 5.02951 -0.32088 0.21965 0.032 0.148 -0.029
H 1.27682 -3.20098 1.11064 0.110 -0.087 -0.047
H -1.82066 -1.45004 3.39985 -0.015 -0.088 0.024
H -0.47865 2.56486 -6.34961 0.022 0.076 -0.054
H 2.58783 -4.18345 0.40905 -0.111 0.134 -0.051
H -1.69122 2.43514 1.58827 0.031 0.066 -0.058
H -4.66355 3.85167 4.99619 0.029 -0.209 -0.218
H 4.90923 1.39477 0.64880 -0.010 -0.214 0.015
H -2.31513 1.06333 -7.05093 -0.076 0.034 -0.086
```
Positions in Å, forces in eV/Å.

Its expectation value of S² is 6.083. Its energy above the lowest of the compared OMol25 structures with the same formula, charge and spin is 0.000 eV. The value obtained for the HOMO-LUMO gap (spin up / spin down) is 5.175 / 7.116 eV. Its spin multiplicity is 5. The HOMO energy (spin up / spin down) comes out at -10.43 / -10.43 eV. The calculation puts the energy at -3031.9880 Eh. Its total charge is +1.

Q: The lowest total charge belongs to which entry?
A: C19H22F24NbO6

Q: Which value of energy does entry 1 give?
A: -1587.3921 Eh

Q: What is the energy in the fourth record?
A: -3031.9880 Eh